No. 1
# C35H52BrCrN3OP2

A molecular structure, C35H52BrCrN3OP2 (ωB97M-V with the def2-TZVPD basis set, the OMol25 dataset).

The geometry in XYZ format:
```
95
Properties=species:S:1:pos:R:3
C 2.676 4.368 -1.007
C 1.548 3.737 -1.610
C 1.604 3.457 -3.000
C 2.514 4.184 -3.763
N 3.462 4.917 -3.191
C 3.545 5.042 -1.871
C 0.370 3.368 -0.895
C -0.520 2.854 -0.236
C -1.681 2.471 0.517
C -1.805 1.205 1.236
C -3.162 0.770 1.521
C -4.178 1.390 0.790
C -4.069 2.787 0.490
C -2.778 3.375 0.512
Cr -1.012 -0.673 0.335
P 1.582 -0.683 -0.494
H 0.985 2.699 -3.499
H 2.892 4.397 0.070
H 2.480 4.149 -4.853
H 4.325 5.700 -1.484
H -2.573 4.463 0.457
H -1.062 0.974 2.064
H -4.924 3.397 0.223
H -3.301 -0.109 2.155
C 2.277 -2.405 -0.364
C 3.587 -2.729 -1.079
H 1.481 -3.068 -0.751
H 2.335 -2.643 0.711
H 3.824 -3.778 -0.855
H 3.496 -2.637 -2.170
H 4.440 -2.124 -0.737
C 1.913 -0.263 -2.265
C 3.244 0.358 -2.652
H 1.089 0.409 -2.551
H 1.741 -1.186 -2.839
H 3.225 0.534 -3.736
H 3.386 1.326 -2.162
H 4.111 -0.287 -2.452
C 2.588 0.497 0.527
C 4.097 0.336 0.625
H 2.158 0.448 1.540
H 2.306 1.500 0.169
H 4.451 1.129 1.298
H 4.380 -0.627 1.064
H 4.623 0.472 -0.330
Br -5.627 0.122 0.003
P -1.802 -1.748 -1.703
C -0.753 -2.705 -2.862
C -1.291 -4.002 -3.477
H 0.189 -2.896 -2.322
H -0.481 -2.007 -3.667
H -0.492 -4.454 -4.084
H -1.601 -4.732 -2.717
H -2.137 -3.810 -4.156
C -2.920 -2.889 -0.823
C -4.192 -3.329 -1.531
H -3.143 -2.401 0.143
H -2.306 -3.763 -0.561
H -4.753 -3.980 -0.847
H -4.842 -2.489 -1.797
H -3.974 -3.926 -2.424
C -2.675 -0.483 -2.644
C -3.230 -0.895 -3.999
H -1.952 0.338 -2.760
H -3.458 -0.070 -1.995
H -3.796 -0.060 -4.428
H -2.443 -1.157 -4.714
H -3.922 -1.741 -3.924
C 1.622 2.462 7.074
C 0.583 1.450 7.552
N 0.626 0.211 6.775
C 0.380 -1.030 7.569
C -1.060 -1.550 7.466
C 0.260 0.347 5.449
O -0.112 1.443 5.004
C 0.337 -0.792 4.462
C 0.463 -2.165 4.675
C 0.229 -3.034 3.607
C -0.055 -2.593 2.332
N -0.278 -1.265 2.141
C 0.089 -0.390 3.151
H 2.615 2.009 6.923
H 1.719 3.216 7.861
H 1.301 2.954 6.151
H 0.765 1.171 8.599
H -0.421 1.902 7.461
H 1.128 -1.807 7.310
H 0.585 -0.782 8.625
H -1.430 -1.581 6.433
H -1.097 -2.568 7.872
H -1.784 -0.962 8.044
H 0.681 -2.568 5.656
H 0.239 -4.096 3.812
H -0.147 -3.312 1.511
H 0.133 0.694 2.959
```

* orbital gap (spin up / spin down): 0.268 / 0.279 Ha
* strongest force on any atom: 2.7 eV/A
* multiplicity: 5
* net charge: +2



No. 2
# C35H52Cl40NO4PS

11 unconnected molecules or ions with the total composition C35H52Cl40NO4PS (ωB97M-V with the def2-TZVPD basis set, the OMol25 dataset).

The geometry in XYZ format:
```
134
Properties=species:S:1:pos:R:3
C 0.127 -2.059 1.922
C 0.956 -1.771 0.674
C 0.531 -2.540 -0.606
C -0.851 -3.198 -0.564
C -1.089 -4.017 -1.850
C -2.539 -4.064 -2.338
C -3.253 -2.705 -2.358
C -4.049 -2.455 -3.657
C -5.351 -1.687 -3.407
C -5.082 -0.244 -2.961
C -5.183 0.771 -4.102
C -4.814 2.226 -3.722
C -4.239 2.381 -2.320
C -4.145 3.862 -1.889
N -4.290 4.016 -0.408
C -3.454 5.073 0.186
C -2.475 4.536 1.219
C -1.368 3.614 0.721
C -0.214 4.316 -0.025
C 1.128 3.718 0.391
C 1.436 2.366 -0.296
C 2.942 2.116 -0.469
C 3.450 2.383 -1.881
C 4.877 1.873 -2.070
C 4.945 0.379 -2.463
C -5.653 4.167 -0.098
O -6.283 5.189 -0.022
O -6.341 2.941 0.065
P -5.842 1.933 1.213
O -5.154 2.859 2.333
O -4.708 0.981 0.592
S -7.316 0.918 1.902
H 0.597 -1.529 2.755
H 0.127 -3.107 2.206
H -0.881 -1.656 1.845
H 0.994 -0.706 0.451
H 1.979 -2.084 0.896
H 1.245 -3.330 -0.819
H 0.533 -1.836 -1.442
H -0.855 -3.905 0.268
H -1.640 -2.477 -0.356
H -0.447 -3.624 -2.639
H -0.789 -5.042 -1.627
H -2.513 -4.418 -3.372
H -3.146 -4.791 -1.798
H -3.927 -2.599 -1.505
H -2.530 -1.893 -2.269
H -4.286 -3.406 -4.134
H -3.442 -1.833 -4.318
H -5.992 -1.732 -4.290
H -5.905 -2.199 -2.616
H -5.772 0.032 -2.162
H -4.086 -0.203 -2.519
H -6.221 0.738 -4.443
H -4.589 0.419 -4.950
H -5.677 2.875 -3.869
H -4.050 2.557 -4.432
H -3.214 2.006 -2.284
H -4.823 1.867 -1.573
H -4.955 4.416 -2.370
H -3.175 4.234 -2.201
H -2.883 5.583 -0.593
H -4.042 5.845 0.680
H -1.980 5.415 1.638
H -3.010 4.066 2.043
H -0.909 3.196 1.622
H -1.742 2.759 0.152
H -0.361 4.222 -1.102
H -0.202 5.375 0.242
H 1.141 3.537 1.468
H 1.953 4.394 0.156
H 0.982 1.564 0.288
H 0.935 2.373 -1.267
H 3.477 2.778 0.216
H 3.174 1.087 -0.182
H 3.422 3.461 -2.063
H 2.796 1.923 -2.624
H 5.464 2.026 -1.163
H 5.368 2.448 -2.857
H 5.514 -0.176 -1.719
H 3.953 -0.073 -2.497
H 5.411 0.275 -3.439
H -4.491 2.336 2.801
H -3.857 1.085 1.035
C 7.568 -0.576 1.122
Cl 8.456 0.614 0.166
Cl 7.557 -2.125 0.267
Cl 8.342 -0.769 2.694
Cl 5.905 -0.026 1.341
C -1.003 0.895 -5.463
Cl -0.782 -0.045 -3.992
Cl -2.580 0.559 -6.177
Cl -0.892 2.620 -5.086
Cl 0.251 0.461 -6.633
C -1.264 -2.114 6.071
Cl -1.853 -0.708 5.181
Cl -0.773 -3.364 4.927
Cl 0.130 -1.626 7.041
Cl -2.530 -2.734 7.132
C -1.567 7.865 4.128
Cl -3.190 7.170 4.139
Cl -0.476 6.762 3.275
Cl -1.592 9.422 3.300
Cl -1.001 8.079 5.784
C 0.089 2.728 5.648
Cl -0.432 4.142 4.727
Cl 0.557 1.452 4.510
Cl 1.479 3.158 6.646
Cl -1.226 2.164 6.687
C 2.160 -2.553 10.713
Cl 2.169 -1.185 9.593
Cl 1.010 -3.766 10.145
Cl 3.776 -3.259 10.789
Cl 1.684 -1.993 12.317
C 2.141 -1.701 -10.261
Cl 0.855 -2.362 -11.272
Cl 1.424 -0.865 -8.875
Cl 3.174 -3.011 -9.685
Cl 3.105 -0.559 -11.202
C 3.646 -5.657 -0.657
Cl 2.698 -6.055 -2.091
Cl 2.543 -5.170 0.644
Cl 4.597 -7.058 -0.170
Cl 4.729 -4.309 -1.017
C 2.573 -9.501 3.150
Cl 1.016 -10.334 3.164
Cl 3.729 -10.431 2.190
Cl 2.381 -7.898 2.437
Cl 3.173 -9.345 4.803
C 11.774 -3.431 2.973
Cl 12.112 -1.818 3.614
Cl 13.012 -3.863 1.790
Cl 11.787 -4.603 4.294
Cl 10.190 -3.428 2.199
```

* orbital gap: 0.317 Ha
* strongest force on any atom: 2.5 eV/A
* net charge: 0



No. 3
# C35H52FNO33S10

8 unconnected molecules or ions with the total composition C35H52FNO33S10 (ωB97M-V with the def2-TZVPD basis set, the OMol25 dataset).

The geometry in XYZ format:
```
132
Properties=species:S:1:pos:R:3
C 0.829 -3.273 3.554
C 1.715 -3.995 2.562
O 2.367 -3.088 1.681
C 3.533 -3.649 1.113
C 3.806 -3.077 -0.280
O 3.053 -3.926 -1.191
S 1.658 -3.289 -1.534
O 0.647 -3.718 -0.629
O 1.352 -3.353 -2.918
O 2.066 -1.741 -1.180
C 3.328 -1.665 -0.603
F 4.202 -1.293 -1.668
C 3.559 -0.561 0.402
C 3.143 0.818 -0.180
C 2.128 1.650 0.660
S 0.524 1.806 -0.178
C -0.464 0.575 0.579
S 0.238 -0.745 1.219
N -1.918 0.692 0.582
C -2.497 -0.119 -0.449
C -3.894 -0.187 -0.557
C -4.522 -0.946 -1.531
C -3.771 -1.652 -2.479
C -2.386 -1.559 -2.402
C -1.753 -0.824 -1.399
C -2.396 0.388 1.919
C -2.951 -0.838 2.272
C -3.360 -1.066 3.582
C -3.222 -0.069 4.542
C -2.657 1.160 4.208
C -2.252 1.371 2.895
H 0.559 -3.976 4.343
H -0.096 -2.914 3.103
H 1.338 -2.397 3.956
H 2.488 -4.536 3.122
H 1.133 -4.722 1.985
H 4.367 -3.493 1.809
H 3.360 -4.718 0.971
H 4.860 -3.244 -0.481
H 4.640 -0.534 0.556
H 3.106 -0.772 1.366
H 4.051 1.415 -0.251
H 2.720 0.673 -1.170
H 1.994 1.288 1.677
H 2.515 2.667 0.722
H -4.496 0.352 0.168
H -5.603 -1.014 -1.589
H -4.254 -2.243 -3.244
H -1.787 -2.073 -3.144
H -0.672 -0.806 -1.417
H -3.064 -1.618 1.530
H -3.789 -2.019 3.867
H -3.525 -0.248 5.567
H -2.522 1.940 4.943
H -1.801 2.321 2.625
C 4.424 -7.389 -4.820
C 5.452 -6.422 -5.367
O 5.630 -5.464 -4.315
S 5.445 -6.179 -2.896
O 6.727 -6.509 -2.373
O 4.503 -5.436 -2.138
O 4.761 -7.521 -3.431
H 3.414 -6.983 -4.891
H 4.460 -8.359 -5.308
H 5.124 -5.927 -6.276
H 6.410 -6.916 -5.546
C 0.153 6.335 -0.760
C 1.214 6.843 0.188
O 0.509 7.062 1.410
S -0.672 5.984 1.557
O -0.221 4.925 2.387
O -1.869 6.695 1.829
O -0.686 5.488 0.035
H -0.461 7.149 -1.151
H 0.573 5.768 -1.588
H 1.678 7.765 -0.151
H 1.986 6.090 0.367
C -5.979 4.175 -0.386
C -5.363 3.049 -1.191
O -4.168 3.618 -1.743
S -3.563 4.685 -0.716
O -2.539 4.079 0.050
O -3.343 5.902 -1.418
O -4.860 4.841 0.208
H -6.502 4.886 -1.029
H -6.656 3.821 0.388
H -6.014 2.695 -1.987
H -5.077 2.209 -0.556
C 2.456 0.589 -6.531
C 3.452 1.219 -5.579
O 2.728 1.367 -4.355
S 1.674 0.161 -4.199
O 2.235 -0.843 -3.373
O 0.398 0.721 -3.935
O 1.725 -0.341 -5.726
H 1.757 1.330 -6.924
H 2.937 0.071 -7.357
H 3.809 2.185 -5.925
H 4.304 0.560 -5.397
C -6.423 6.639 2.777
C -5.724 7.441 3.851
O -6.686 7.519 4.913
S -7.560 6.174 4.936
O -7.019 5.306 5.919
O -8.934 6.535 4.936
O -7.151 5.633 3.485
H -7.135 7.257 2.224
H -5.733 6.171 2.084
H -5.450 8.438 3.518
H -4.838 6.925 4.223
C -6.576 0.037 2.828
C -7.499 0.575 1.758
O -8.075 1.743 2.342
S -7.005 2.441 3.326
O -6.389 3.508 2.628
O -7.628 2.634 4.582
O -5.991 1.199 3.427
H -7.130 -0.506 3.598
H -5.796 -0.602 2.423
H -8.278 -0.131 1.481
H -6.942 0.872 0.864
C 9.541 -6.841 -0.966
C 10.566 -5.860 -1.490
O 10.702 -4.894 -0.440
S 10.497 -5.610 0.980
O 11.768 -5.918 1.532
O 9.526 -4.879 1.709
O 9.844 -6.964 0.434
H 8.531 -6.452 -1.066
H 9.605 -7.811 -1.451
H 10.251 -5.377 -2.411
H 11.538 -6.336 -1.643
```

* orbital gap: 0.293 Ha
* strongest force on any atom: 1.9 eV/A
* net charge: 0



No. 4
# C35H52OsP3SbSe

A molecular structure, C35H52OsP3SbSe (ωB97M-V with the def2-TZVPD basis set, the OMol25 dataset).

The geometry in XYZ format:
```
93
Properties=species:S:1:pos:R:3
Os 0.005 -0.084 -0.488
P -0.853 -2.301 -0.158
P 1.964 -0.980 -1.089
P -1.970 0.595 -1.296
H 2.386 2.889 -3.032
C 1.680 3.304 -2.293
C 1.104 2.680 -1.253
H 0.840 1.550 -1.147
C -1.234 -3.226 -1.719
C -0.005 -3.654 0.797
C -2.507 -2.410 0.672
C 3.004 0.280 -1.909
C 2.998 -1.525 0.342
C 2.223 -2.449 -2.135
C -1.645 2.242 -2.017
C -3.311 0.855 -0.037
C -2.900 -0.351 -2.555
H 1.507 4.387 -2.452
H 0.729 3.378 -0.482
H -1.573 -4.260 -1.527
H -0.330 -3.271 -2.343
H -2.041 -2.703 -2.254
H -0.643 -4.550 0.901
H 0.224 -3.292 1.805
H 0.926 -3.957 0.305
H -2.762 -3.438 0.976
H -3.302 -2.063 0.003
H -2.504 -1.785 1.569
H 4.023 -0.097 -1.984
H 2.996 1.235 -1.393
H 2.573 0.400 -2.903
H 3.922 -1.960 -0.089
H 2.481 -2.300 0.919
H 3.285 -0.682 0.973
H 3.237 -2.850 -2.003
H 2.095 -2.142 -3.185
H 1.504 -3.237 -1.911
H -2.556 2.808 -2.226
H -1.063 2.086 -2.937
H -1.020 2.831 -1.326
H -4.045 1.566 -0.456
H -2.907 1.222 0.918
H -3.815 -0.112 0.142
H -3.688 0.284 -2.983
H -3.359 -1.231 -2.084
H -2.188 -0.645 -3.335
C 0.179 0.254 -5.478
C 0.619 1.551 -5.166
C 0.277 2.558 -6.056
C -0.340 2.237 -7.290
C -1.035 0.998 -7.354
C -0.953 0.086 -6.309
Se 1.144 -1.386 -5.182
H -0.099 -2.331 -4.744
H 1.031 1.764 -4.165
H 0.540 3.593 -5.800
H -0.274 2.902 -8.180
H -1.598 0.708 -8.245
H -1.589 -0.801 -6.297
C 0.865 -3.742 5.262
C -0.445 -3.561 4.771
C -0.706 -2.511 3.880
C 0.277 -1.562 3.591
C 1.578 -1.726 4.097
C 1.879 -2.804 4.955
Sb -0.040 0.029 2.047
C -1.581 1.147 2.994
C -1.563 2.544 2.910
C -2.491 3.280 3.653
C -3.465 2.633 4.429
C -3.488 1.232 4.487
C -2.555 0.494 3.755
C 1.616 1.258 2.613
C 1.754 1.480 3.986
C 2.839 2.228 4.448
C 3.745 2.786 3.534
C 3.539 2.625 2.158
C 2.464 1.863 1.694
H 1.125 -4.631 5.826
H -1.250 -4.217 5.099
H -1.683 -2.475 3.387
H 2.380 -1.022 3.852
H 2.885 -2.888 5.390
H -0.794 3.051 2.322
H -2.424 4.362 3.664
H -4.211 3.205 4.966
H -4.195 0.706 5.127
H -2.532 -0.600 3.845
H 1.034 1.056 4.690
H 2.960 2.349 5.525
H 4.590 3.362 3.915
H 4.221 3.097 1.450
H 2.286 1.783 0.619
```

* orbital gap (spin up / spin down): 0.255 / 0.136 Ha
* strongest force on any atom: 3.2 eV/A
* multiplicity: 5
* net charge: +4